1.
125
Properties=species:S:1:pos:R:3 method="wB97M-V/def2-TZVPD" smiles="O=C1OC[C@@H](F)O1.COCCOCCOC.COCCOCCOC.COCCOCCOC.COCCOCCOC.COCCOCCOC" total_energy_ha=-2754.94123 relative_energy_kcal_mol=55.2
F -1.300 -0.779 1.896
O -2.735 3.807 -4.552
O -1.380 1.734 0.841
O 1.124 0.062 -4.771
O -3.597 -2.243 -2.118
O -0.420 0.043 0.034
O 1.351 -5.446 -5.158
O 4.126 -3.320 0.930
O -2.114 6.171 -0.202
O 3.065 1.717 2.797
O -0.434 -4.050 -1.335
O -1.108 2.407 5.285
O 1.170 -2.631 -3.747
O 1.252 -6.378 -0.931
O 4.452 -0.853 2.774
O 0.066 -0.347 4.386
O -1.838 1.109 -1.241
O -3.990 5.521 -2.391
O 0.013 4.755 6.928
C 3.540 -4.643 0.846
C -0.274 -0.121 1.419
C -1.175 4.795 6.201
C -0.448 1.313 1.839
C 3.801 -0.939 1.526
C 0.345 0.784 -5.629
C 0.136 1.871 5.591
C -2.605 2.602 -3.751
C -3.584 -1.795 -3.451
C -0.547 -4.909 -0.243
C -2.342 -2.537 -1.417
C 1.355 -1.480 -2.908
C -4.045 6.765 -1.671
C 1.527 -7.687 -1.535
C -1.112 3.831 4.993
C -1.234 1.002 -0.241
C -0.130 -6.260 -0.647
C 1.500 -5.092 -3.839
C 3.802 1.151 3.885
C -1.573 -3.714 -2.083
C 2.599 -5.527 -5.912
C 0.083 -1.756 4.569
C -2.098 4.805 -0.450
C -4.208 5.751 -3.776
C -4.019 4.450 -4.537
C 1.252 5.319 6.479
C 0.535 -0.245 -3.520
C -3.468 6.671 -0.228
C 3.703 -0.363 3.867
C 3.192 -2.317 1.212
C -0.030 0.330 5.663
C 2.002 -3.712 -3.411
C 2.896 3.083 2.626
H 0.874 -2.011 5.274
H -1.937 4.458 6.904
H -4.346 4.560 -5.571
H 2.410 -1.207 -2.896
H -0.375 -6.968 0.144
H -0.766 1.501 2.865
H -1.948 4.446 -1.469
H -5.217 6.139 -3.914
H 1.100 -7.740 -2.536
H -0.547 -0.372 -3.513
H 4.183 -5.387 0.374
H 2.179 -5.818 -3.390
H -0.946 0.016 6.165
H -3.038 4.360 -0.123
H 3.301 -6.252 -5.499
H -1.710 -1.656 -1.527
H -4.179 6.138 0.403
H 3.103 -4.562 -5.861
H -3.059 -2.399 -4.190
H 2.445 -5.741 -6.969
H 2.681 -0.720 3.733
H -1.342 4.369 0.204
H 1.190 -1.625 -1.840
H -3.450 6.446 -4.137
H 4.543 -0.709 0.762
H 0.387 -2.141 3.596
H 0.636 -0.634 1.729
H 3.328 -4.926 1.877
H 0.885 0.964 -6.559
H 2.584 -2.699 2.033
H 1.170 6.405 6.525
H -1.692 2.058 -3.994
H -3.433 1.912 -3.914
H -0.373 4.091 4.235
H 4.094 -0.793 4.789
H 0.387 2.311 6.556
H -2.502 2.889 -2.704
H 0.088 -4.562 0.572
H -5.080 7.061 -1.503
H -2.251 -4.556 -2.217
H 2.263 3.250 1.755
H -1.453 5.814 5.935
H 0.499 1.789 1.583
H 3.540 1.695 4.793
H -4.751 3.784 -4.080
H 0.480 -5.198 -3.472
H -0.591 0.316 -5.935
H 2.966 -0.240 1.482
H 0.941 2.012 4.870
H 2.159 -3.863 -2.343
H 2.624 -2.265 0.283
H 2.133 5.016 7.043
H 2.964 -3.630 -3.917
H 2.590 -7.923 -1.496
H -2.413 -2.660 -0.336
H 4.840 1.448 3.737
H 0.000 1.771 -5.323
H 0.990 -8.406 -0.916
H -3.550 7.660 0.222
H 3.834 3.628 2.520
H 1.454 4.963 5.469
H 2.559 -4.622 0.372
H 0.746 0.013 6.360
H -0.934 -1.998 4.879
H -0.744 -6.457 -1.526
H -1.291 -3.379 -3.081
H -4.615 -1.827 -3.803
H -1.599 -5.018 0.023
H 2.367 3.446 3.507
H -3.419 -0.718 -3.463
H 0.740 0.625 -2.896
H -3.645 7.625 -2.209
H -2.135 3.994 4.654


2.
91
Properties=species:S:1:pos:R:3 method="wB97M-V/def2-TZVPD" total_energy_ha=-4268.39770 relative_energy_kcal_mol=31.6
Rb 0.044 0.114 0.846
S 3.648 0.947 2.939
S 3.870 -2.052 2.874
S -0.208 -0.156 5.226
S -1.086 3.012 1.200
S -2.857 -1.519 5.442
P 1.389 1.585 -1.676
O 0.347 2.700 0.876
O -4.766 -3.061 2.778
O -2.381 -0.376 0.552
N 0.791 3.071 -2.354
N 1.495 -2.254 -0.470
N 4.681 -0.540 0.990
N -1.736 -0.703 3.134
N -1.257 2.156 -1.947
N -2.848 -1.338 2.610
C 3.186 1.977 -1.710
C 5.047 3.459 -1.255
C -1.251 2.691 2.959
C 3.680 3.222 -1.327
C 4.107 -0.447 2.200
C -2.580 2.235 -1.805
C -3.288 3.408 -1.988
C -3.040 -1.133 1.305
C -1.863 -1.357 6.952
C -1.038 -0.091 6.834
C 0.300 -0.495 -3.141
C 0.100 -1.326 -4.236
C 0.408 -4.324 -1.631
C 1.828 -0.157 -5.427
C 1.017 -3.162 -0.984
C -1.201 4.493 -2.471
C 4.105 0.957 -1.975
C -0.563 -5.046 -0.690
C -1.170 4.799 1.346
C 4.739 -1.856 0.376
C -6.142 -3.459 -0.541
C -4.930 -2.863 1.462
C -1.634 -0.782 4.395
C -0.574 3.261 -2.252
C -2.574 4.550 -2.337
C 5.470 1.191 -1.902
C 1.264 0.508 -3.174
C 2.014 0.678 -4.336
C 0.871 -1.164 -5.376
C -5.915 -3.613 0.811
C -4.156 -1.949 0.722
C 5.947 2.447 -1.548
C -4.411 -1.815 -0.643
C 4.832 -2.833 1.541
C -5.390 -2.552 -1.284
H 2.424 -0.021 -6.321
H 3.743 -0.024 -2.262
H -1.397 1.620 3.094
H 0.719 -1.810 -6.232
H -0.322 -0.603 -2.260
H -1.676 0.792 6.873
H 4.405 -3.803 1.302
H -5.569 -2.423 -2.343
H 1.377 3.886 -2.433
H 3.836 -2.041 -0.213
H -0.970 -5.925 -1.185
H -1.219 -2.231 7.051
H -1.389 -4.392 -0.412
H -0.271 -0.020 7.604
H -6.490 -4.314 1.403
H 6.167 0.392 -2.126
H -3.075 1.316 -1.511
H 7.012 2.633 -1.495
H 4.715 0.297 0.423
H -2.169 5.082 1.674
H 5.612 -1.928 -0.273
H -0.057 -5.363 0.221
H 5.859 -2.958 1.881
H 2.751 1.471 -4.389
H -0.975 5.213 0.359
H -2.116 3.227 3.348
H -0.674 -2.084 -4.207
H -4.360 3.429 -1.859
H -3.090 5.488 -2.501
H -0.411 5.122 2.058
H 2.998 4.013 -1.036
H 1.209 -4.985 -1.962
H -4.000 -2.473 3.049
H -3.804 -1.105 -1.191
H -0.328 3.016 3.439
H -2.548 -1.317 7.799
H -0.621 5.364 -2.745
H -0.112 -3.968 -2.521
H -6.910 -4.051 -1.025
H 5.406 4.437 -0.963


3.
115
Properties=species:S:1:pos:R:3 method="wB97M-V/def2-TZVPD" total_energy_ha=-8087.57772 multiplicity=8 s2=15.80
Eu -0.063 -0.303 -0.229
Br 3.460 -2.108 -5.946
As 3.263 3.297 0.153
N -0.070 0.564 2.122
N 1.024 -0.326 -2.339
N -2.467 -0.460 0.685
N -1.021 -2.718 -0.561
N -1.116 1.887 -1.443
N 1.270 -1.741 1.043
C 2.714 4.994 1.118
C 4.333 -0.930 3.712
C -3.433 -0.905 -0.301
C 1.007 0.425 2.985
C -1.172 4.280 -1.127
C 2.270 -0.146 2.649
C 1.089 -1.636 -4.366
C 1.799 -5.024 -0.861
C -4.578 -2.576 -1.766
C 3.362 3.896 -1.683
C 3.543 -1.534 0.891
C 2.325 -1.016 1.552
C 3.462 0.127 3.447
C -0.712 1.111 4.281
C -4.419 0.145 -0.435
C -3.423 -2.169 -0.919
C -6.939 -2.619 -2.198
C -4.384 -3.363 -2.961
C -0.329 -3.879 -0.407
C 5.532 -0.725 4.347
C -2.407 -4.579 -0.905
C 2.177 -6.577 -2.716
C -5.462 -3.652 -3.780
C 3.783 1.386 3.975
C 1.762 -2.830 0.373
C -4.605 2.096 3.195
C -1.098 1.054 2.883
C -6.808 -3.242 -3.424
C 0.604 0.703 4.326
C -3.232 2.349 3.003
C 3.596 -6.658 -0.745
C -4.858 4.283 4.261
C -5.406 3.059 3.784
C 2.434 -1.282 -4.575
C -1.587 4.468 -2.444
C 3.233 -7.143 -2.027
C 2.265 0.163 -2.582
C -1.709 2.058 -2.602
C 1.413 -5.560 -2.136
C 0.414 -1.111 -3.250
C -1.603 5.880 -3.056
C -0.965 2.976 -0.688
C -5.880 -2.331 -1.337
C 2.981 -0.373 -3.657
C -4.142 1.117 0.501
C -2.679 3.510 3.595
C 5.926 0.536 4.742
C -2.897 0.762 1.157
C 5.060 1.627 4.449
C -2.369 1.382 2.328
C 5.201 3.528 0.593
C 1.076 -3.875 -0.238
C -3.475 4.495 4.167
C 2.929 -5.600 -0.238
C -2.354 -3.063 -0.740
C -1.151 -5.057 -0.679
C 3.226 -2.647 0.174
C -1.979 3.308 -3.160
H 0.512 -5.139 -2.593
H 6.072 -1.646 4.661
H 5.761 3.131 -0.248
H -1.313 1.531 5.107
H -2.051 1.166 -3.137
H -5.152 0.237 -1.234
H -5.557 5.021 4.655
H 1.915 -6.945 -3.709
H 3.487 3.074 -2.402
H 4.446 -7.064 -0.283
H -3.376 -3.650 -3.249
H -0.862 5.129 -0.551
H 3.758 -7.952 -2.546
H -6.451 2.871 3.866
H 6.925 0.686 5.205
H 3.017 2.149 3.866
H 2.532 1.033 -2.009
H -0.857 -6.064 -0.492
H 4.204 4.607 -1.753
H -2.120 6.553 -2.334
H 3.353 5.863 0.844
H -5.249 -3.971 -4.814
H 5.546 3.066 1.522
H -2.334 3.403 -4.206
H -3.290 -5.057 -1.280
H 5.467 4.602 0.683
H -0.589 6.195 -3.258
H 1.702 5.281 0.848
H 5.318 2.660 4.686
H 4.068 -1.949 3.435
H -4.605 2.079 0.616
H -6.003 -1.864 -0.370
H 2.427 4.375 -1.946
H 4.516 -1.073 1.079
H -0.627 2.811 0.332
H 2.790 4.828 2.189
H -2.983 5.355 4.571
H 0.653 -2.391 -5.056
H -7.971 -2.428 -1.839
H 1.195 0.553 5.232
H -7.686 -3.529 -4.029
H 4.015 -0.044 -3.716
H -0.574 -1.534 -3.066
H 3.887 -3.219 -0.495
H -1.643 3.760 3.573
H -4.998 1.098 2.980
H 3.214 -5.101 0.667
H -2.227 5.798 -3.969


4.
14
Properties=species:S:1:pos:R:3 method="wB97M-V/def2-TZVPD" smiles="C=C(C=S)SC(C)=S" total_energy_ha=-1388.61900 relative_energy_kcal_mol=35.6
S 0.068 0.692 1.985
S -0.640 2.371 -1.620
S -0.446 -0.855 -0.605
C 0.739 1.554 -1.509
C 2.198 -0.298 -1.076
C 0.949 0.140 -1.061
C -0.790 -0.365 1.014
C -2.084 -0.965 1.574
H 3.000 0.369 -1.339
H 2.504 -1.299 -0.754
H -2.237 -1.986 1.216
H 1.678 2.033 -1.806
H -2.991 -0.380 1.362
H -1.947 -1.012 2.620


5.
80
Properties=species:S:1:pos:R:3 method="wB97M-V/def2-TZVPD" smiles="O=C1OCCO1.O=C1OCCO1.CNC(C)=O.CNC(C)=O.CNC(C)=O.CNC(C)=O.CNC(C)=O" total_energy_ha=-1927.40168 relative_energy_kcal_mol=44.3
O 2.649 -3.584 -1.797
O -0.390 -1.467 4.152
O -3.817 -3.470 -1.492
O 3.931 -2.670 -3.424
O 0.740 0.823 -1.701
O -0.600 0.820 3.738
O 1.088 2.053 -6.460
O 0.537 7.495 4.788
O 2.710 -4.644 -3.852
O 1.308 -0.340 3.381
O -1.123 -5.515 2.929
N 1.250 1.969 -4.196
N -4.576 -1.467 -1.044
N -1.135 -4.719 0.748
N 0.230 1.870 0.321
N 1.046 7.256 2.587
C 2.116 3.108 -3.963
C 0.743 3.202 0.016
C 1.801 -1.640 3.572
C -0.192 6.561 2.310
C 4.292 -2.016 -2.205
C -5.703 -3.300 0.014
C 0.630 -2.421 4.146
C -0.090 0.219 -5.369
C 0.278 0.883 -0.567
C 0.232 -4.243 0.551
C 2.607 8.325 4.005
C 0.029 -0.209 3.743
C 1.275 7.715 3.816
C -3.027 -5.863 1.736
C -4.591 -2.778 -0.927
C 3.065 -3.702 -3.116
C 3.147 -2.443 -1.244
C -3.771 -0.776 -2.029
C 0.833 1.482 -5.434
C -0.336 -0.381 0.025
C -1.609 -5.391 1.808
H -3.080 -6.575 0.912
H 1.074 1.352 -3.416
H -0.608 -0.411 1.080
H 0.422 -4.259 -0.522
H 0.176 3.671 -0.788
H -5.198 -0.960 -0.431
H -0.274 6.137 1.308
H 0.937 -4.969 0.958
H -1.875 -4.491 0.098
H -1.068 7.175 2.517
H 2.948 8.273 5.039
H -3.062 -1.336 -2.639
H -0.241 1.727 1.202
H 5.206 -2.477 -1.830
H 2.026 -2.054 2.589
H -5.197 -3.374 0.976
H 2.769 3.225 -4.828
H -6.164 -4.226 -0.332
H 1.600 7.659 1.845
H 4.198 -0.936 -2.315
H 0.552 -3.350 3.582
H 0.604 4.061 0.672
H 3.615 -2.619 -0.275
H 2.461 -1.601 -1.152
H 0.547 -0.661 -5.461
H 2.694 2.918 -3.059
H 1.489 3.988 -3.819
H -3.635 -5.110 1.233
H -3.505 -6.159 2.670
H -4.367 -0.206 -2.742
H -6.518 -2.624 0.274
H 0.409 -1.105 -0.303
H 0.540 -3.307 1.019
H -0.698 0.168 -4.466
H 2.348 9.378 3.891
H 3.413 8.038 3.330
H -0.620 0.317 -6.317
H -3.140 -0.048 -1.520
H 2.702 -1.682 4.184
H -0.371 5.771 3.039
H 0.837 -2.759 5.161
H 1.749 3.170 -0.405
H -1.271 -0.473 -0.528


6.
21
Properties=species:S:1:pos:R:3 method="wB97M-V/def2-TZVPD" total_energy_ha=-1757.81310 relative_energy_kcal_mol=0.0
P 1.527 0.361 -1.334
P -1.809 -1.144 -1.250
P -0.855 1.210 -0.461
O 1.366 -0.798 -2.364
O -0.476 3.668 0.529
O -0.842 -1.299 0.207
O -3.167 -1.786 -0.751
O 3.007 0.790 -1.525
O 3.406 -0.648 0.908
N 1.318 -0.234 0.226
N 0.408 1.493 -1.486
N -2.152 0.502 -0.992
C -1.321 2.895 0.203
C -0.186 -0.167 0.632
C 2.246 -0.628 1.176
H 1.594 -0.836 2.101
H -3.665 -1.203 -0.226
H 0.607 -1.311 -2.484
H 3.140 1.591 -1.014
H -2.448 2.984 0.172
H -0.178 -0.006 1.756